(1)
149
Properties=species:S:1:pos:R:3 method="wB97M-V/def2-TZVPD" charge=0
S 2.07171 2.35090 6.61619
S 4.25239 -1.06809 -0.11175
S 4.11569 3.51076 0.34777
S -1.39092 -4.52361 -1.40770
S -0.50255 -4.60527 3.10511
P -1.30380 3.74468 -1.86449
P -0.72110 -0.67089 -4.45246
O 0.12786 -1.80243 -5.18354
O -2.40512 3.81264 -3.09334
O 4.36217 4.02195 -1.06269
O 0.66793 -4.81826 2.30434
O -1.68848 -3.98721 2.52607
O 2.80891 -0.96455 -0.03091
O -4.74214 -1.10160 0.86141
O -0.50152 -0.46735 2.48827
O -2.18588 -1.43389 -4.36625
O -0.64155 -3.35110 -0.93928
O -1.61241 1.40966 4.48436
O -5.68746 1.03664 2.57257
O 4.91435 -0.72526 -1.40195
O -2.00137 4.39133 -0.55466
O -0.12761 -0.06623 -3.22162
O -1.75014 -5.41706 -0.32860
O 0.88185 1.87472 7.37005
O -0.26890 4.94829 -2.32475
O 5.15440 2.74833 1.06060
O -1.10392 0.25103 -5.72958
O 2.80124 3.55586 7.02247
O -0.73594 2.39350 -1.56703
N -4.04023 -3.59680 1.74788
N 0.08732 -0.53334 -0.63017
C -2.69815 4.99454 -3.81736
C -3.47479 1.43468 3.41498
C -0.19720 -6.27046 5.34200
C -4.14554 5.29989 -3.43526
C 2.28990 5.40791 1.01266
C 4.52558 -2.86006 0.21052
C 5.11857 -1.56350 2.36017
C 0.03303 -3.77758 4.66150
C -0.57006 -5.43406 -2.80651
C 0.03969 2.32764 -5.80984
C -2.49807 -4.40315 -3.88884
C -2.24202 0.93141 3.49653
C 1.39247 5.88302 -3.53995
C -1.60225 -5.66737 -3.78866
C 2.52188 1.40693 4.14040
C -2.53715 -0.83084 1.76842
C -3.99809 -0.46596 1.62784
C -3.55851 -0.73930 -2.54029
C -3.02199 3.60323 -0.03563
C -0.16800 0.93633 -6.39012
C 4.52751 -2.95304 1.70690
C -1.05259 -6.14772 4.01040
C -4.47711 0.80193 2.46992
C 2.37775 2.90882 0.50658
C 2.93566 0.30303 5.15855
C 3.75360 4.89893 1.43994
C -2.97234 -4.29326 -2.33854
C -0.07908 -4.82017 5.84214
C 1.16804 -2.53880 -4.46489
C -1.75205 -0.14297 2.56714
C 2.51025 -1.99642 -5.02651
C -3.30951 -0.74766 -4.05912
C 1.44565 4.16475 0.69105
C 1.66465 2.45140 4.84166
C 4.95949 -0.39963 1.40863
C -3.57740 4.44410 1.15679
C 1.07213 4.67131 -2.68966
C 3.30328 0.98389 6.51325
H 2.07389 2.34578 -0.37589
H -4.13001 -1.34119 -4.46236
H 2.11595 -0.40221 5.29567
H 1.06295 -0.66026 -0.85849
H -3.91503 2.09522 4.14729
H 3.80037 4.42323 2.41954
H -2.58208 4.87238 -4.89425
H -2.24983 -6.52434 -3.60336
H 1.05765 -3.44423 4.49677
H 3.13205 0.29899 7.34372
H -3.47645 -5.24200 -2.15450
H -0.99973 -7.00672 3.34149
H -4.56917 4.31648 -3.63911
H -3.95610 0.24385 -2.28843
H -0.92442 -4.57765 6.48609
H -2.58251 -0.73085 -2.05506
H 3.66122 -0.41606 4.77833
H 3.54067 -3.34211 1.95762
H -2.07837 -5.88165 4.26551
H -4.82757 -3.92904 2.28623
H -3.36585 -4.52604 -4.53689
H -0.58283 -6.93997 6.11086
H 1.82684 4.73864 -1.90610
H 1.82154 6.05969 1.75017
H -2.06122 5.83463 -3.54049
H 1.11926 -3.61688 -4.61805
H -4.38229 5.35598 -2.37276
H -4.25103 -1.47512 -2.13152
H 1.22941 -2.40660 -3.38467
H 4.58484 -1.37581 3.29184
H 5.46962 -3.04560 -0.30179
H 2.54046 6.08961 0.19987
H -0.29485 -6.34241 -2.27055
H 2.37234 2.19705 1.33209
H 0.80535 5.79784 -4.45435
H -0.60040 -2.91219 4.85639
H -0.45421 1.00115 -7.43987
H 0.81548 -5.07772 6.40918
H 0.35279 -4.93363 -3.09979
H -1.89263 -3.61220 -4.33148
H 0.63826 2.08549 4.81476
H -4.12265 -2.59262 1.67771
H 5.19989 -3.74055 2.04725
H -4.42532 3.90160 1.57492
H 0.89268 4.01772 1.61879
H -2.00928 -1.46157 1.06847
H -3.10025 -3.65965 2.11201
H 1.73062 3.50413 4.56686
H 4.36783 1.20746 6.58290
H -3.36304 -3.47284 -1.73657
H 4.54034 5.65247 1.40351
H 2.42075 6.03124 -3.86973
H 6.17937 -1.70116 2.56958
H 0.15252 2.24806 -4.72862
H 5.94226 -0.00326 1.15335
H 3.36292 -2.51845 -4.59230
H -4.61104 6.15730 -3.92132
H 0.76317 -6.62844 4.97097
H -0.16339 -0.17185 0.27899
H 2.69165 -0.92183 -5.00497
H -0.34430 -0.03279 -1.39389
H 3.84375 -3.48634 -0.36478
H 0.81240 0.46275 -6.33865
H -0.23837 -1.48561 -0.54526
H 0.98839 6.68610 -2.92360
H 2.42593 -2.21736 -6.09055
H -4.04537 -4.06757 0.85432
H 1.93657 0.93902 3.34883
H 0.70179 4.38923 -0.07340
H -3.47399 0.22528 -4.52219
H -3.98705 5.36300 0.73739
H 1.20400 3.77505 -3.29581
H 3.49742 1.70501 3.75625
H -0.99608 2.66716 -5.81150
H -1.23078 -5.85487 -4.79611
H -3.80046 3.56585 -0.79766
H 4.39326 0.43311 1.82579
H 0.80211 3.00425 -6.19585
H -2.81606 4.70945 1.89031
H -2.50800 2.65959 0.14730



(2)
149
Properties=species:S:1:pos:R:3 method="wB97M-V/def2-TZVPD" e_above_lowest_kcal_mol=0.00 charge=0
As -0.85927 16.65993 -41.97074
S -0.94942 19.58100 -46.08984
S 3.47014 16.00083 -37.72625
S 3.69849 20.55098 -43.20952
S -5.26571 12.98674 -43.40372
F -1.75926 17.94059 -42.75822
F -0.88753 17.50765 -40.46695
F -2.33791 15.89613 -41.55827
F 0.57829 17.55346 -42.42253
F -0.72809 15.81555 -43.47414
F 0.09439 15.42742 -41.25018
F -2.03247 17.73523 -35.13421
O 4.26859 19.71025 -44.43921
O -5.42352 20.33752 -42.45142
O -6.26769 12.52782 -42.50659
O -2.86465 13.05662 -36.88715
O -6.72239 15.65202 -38.02865
O -1.29718 11.55029 -41.10749
O 4.75483 21.29284 -42.62516
O -2.25403 18.98070 -45.98420
O -4.57061 11.70761 -44.03618
O 0.04847 18.39195 -46.22214
O -0.71442 20.53066 -47.12447
O -1.53268 13.48490 -46.85906
O -5.62381 13.89168 -44.45464
O 4.86732 16.03806 -37.97813
O 2.96620 15.64167 -36.44193
O 2.53561 21.18845 -43.72327
O 2.95347 17.45368 -38.09138
N -5.11937 19.48485 -45.09223
C 5.55334 19.10086 -44.30778
C 2.71795 14.98166 -38.95252
C -5.86853 17.38460 -39.44533
C -4.39657 17.27232 -44.26533
C -4.87592 21.25320 -41.51387
C -3.56177 10.54016 -45.85212
C -2.82679 19.23739 -38.31994
C -2.04410 13.87390 -36.05971
C -2.85322 19.89319 -35.59072
C 1.44158 18.59706 -45.85768
C -5.53419 15.16505 -38.59890
C -1.22510 12.86394 -48.11961
C -2.52271 18.27896 -37.35566
C -3.91600 13.67076 -42.51437
C 1.51949 17.62834 -38.14665
C -0.40037 12.38679 -41.83437
C -1.50916 10.34302 -41.83113
C -0.21347 10.08775 -42.57529
C 0.10820 13.47643 -48.59669
C 6.18846 18.98497 -45.68073
C 2.22607 17.43121 -46.38952
C -0.42735 14.27971 -46.41321
C 3.24425 19.26732 -42.09933
C -3.23479 20.82859 -36.54127
C 0.31338 14.67928 -47.67587
C -5.11743 18.54110 -43.91512
C -0.53814 20.28807 -44.52918
C -4.53895 19.26567 -42.72556
C 0.22319 11.52006 -42.94972
C 1.21688 19.09912 -38.26597
C -0.85688 14.31496 -36.92728
C -5.28687 16.01880 -39.82744
C -2.47612 18.64071 -36.02965
C -3.83185 11.90593 -45.25422
C -2.39113 13.06039 -38.22921
C -1.40698 14.21773 -38.34405
C -3.18243 20.50968 -37.89251
C -6.84059 17.04220 -38.28969
H 2.10731 17.38451 -47.47091
H -6.57083 17.60574 -37.39196
H -1.11270 11.79535 -47.92612
H 0.00028 13.65220 -36.78894
H 1.03221 17.14382 -37.29687
H -5.61968 20.34203 -44.85743
H -5.56449 19.01137 -45.87790
H 6.22868 19.57602 -43.59543
H -4.46666 9.93867 -45.91803
H 1.83187 19.56420 -46.17454
H 0.19775 13.67802 -45.74396
H 1.13411 17.09748 -39.01970
H 1.77738 19.56057 -39.08067
H -3.24148 14.10225 -43.25178
H 2.86085 19.75266 -41.20327
H -4.85216 16.75331 -45.10903
H -4.34320 14.48235 -41.92852
H 5.48981 18.51188 -46.37115
H 1.36895 14.84265 -47.45147
H -0.54712 19.49212 -43.78611
H -1.89109 15.15271 -38.65172
H 1.44126 18.58385 -44.76525
H -3.08224 10.64162 -46.82457
H -1.01484 13.16382 -42.29456
H 2.50062 18.61141 -42.54204
H -4.48594 18.58537 -41.87226
H 3.11847 13.98077 -38.81754
H 1.87566 16.51004 -45.92527
H -0.17007 11.75780 -43.93771
H -5.57462 22.08443 -41.44001
H 5.43600 18.09116 -43.88860
H -2.90281 12.45943 -45.10982
H -4.30941 16.57758 -43.43304
H -5.06395 18.00458 -39.04971
H 1.31178 11.54267 -42.98076
H -6.17553 18.36309 -43.70528
H 6.40633 19.97620 -46.07881
H 1.63337 14.98672 -38.88400
H 2.99483 15.38991 -39.92347
H -0.50788 15.32039 -36.68476
H -3.37616 21.28530 -38.62506
H -2.31621 10.50460 -42.56410
H 0.44188 20.74753 -44.64017
H 0.92444 12.75837 -48.54750
H -4.76722 20.78689 -40.53286
H -2.76856 18.97191 -39.36705
H -3.43539 12.94026 -41.86837
H -1.69106 13.25036 -35.23749
H -5.86162 15.59737 -40.66179
H -4.26388 16.08947 -40.19766
H -4.16278 19.70207 -45.41033
H -6.38480 17.90451 -40.25093
H -4.67020 15.14134 -37.91230
H -0.00947 13.77631 -49.63865
H -2.57454 14.75060 -35.68013
H 0.15994 19.21516 -38.50101
H -0.70285 14.02956 -39.15686
H -0.37151 9.50303 -43.48277
H -2.04995 13.09706 -48.78975
H -0.86693 15.11150 -45.86632
H -7.86658 17.26682 -38.58112
H -1.86249 12.11865 -38.41605
H -1.83096 9.56531 -41.14259
H 3.27185 17.53898 -46.10353
H -3.92363 21.65946 -41.86794
H -3.54488 21.81353 -36.22008
H 1.51299 19.62075 -37.35595
H -3.22784 13.10435 -38.92862
H -2.87131 9.97683 -45.21607
H -3.36700 17.54472 -44.50698
H -3.53457 19.62536 -42.98642
H -0.03386 15.61110 -48.12213
H 7.10113 18.39637 -45.61670
H -5.61873 14.10290 -38.84725
H -1.28853 21.04211 -44.30566
H 0.51247 9.56222 -41.95514
H -2.23202 17.27264 -37.63571
H 0.39882 12.79448 -41.22041
H 4.15539 18.73781 -41.82689
H -4.42194 12.49014 -45.96000
H -2.89005 20.11883 -34.53386



(3)
143
Properties=species:S:1:pos:R:3 method="wB97M-V/def2-TZVPD" charge=0
Cl 1.38041 0.93716 -0.29071
S 13.60048 -1.30152 -2.55969
S -2.72872 -2.73877 -5.90208
S 10.80474 1.22405 -6.11705
S -8.42074 1.71842 3.93855
S -5.73264 1.88617 -1.90029
S -9.29238 -1.26082 7.84216
S -7.53751 -3.27498 -0.27670
S 7.93175 0.67544 -2.65935
O -8.21365 -4.21266 -1.21245
O 7.93918 -0.41561 -1.64216
O -10.17743 -0.75946 6.75622
O 13.27225 -0.39114 -3.69367
O -3.68229 -1.63950 -5.59917
O -5.00766 -0.95609 0.99654
O 5.11624 1.93152 1.85649
O 1.55006 1.16339 2.25156
O -5.03168 2.46925 -0.72037
O -7.68811 2.31308 5.09358
O 10.04778 2.45721 -5.75291
N -1.43456 2.52347 -2.38554
N -2.85679 -1.79777 0.99365
N -5.31293 2.26539 2.96369
C -2.09191 1.77176 -3.26579
C -1.33996 2.05720 -1.14611
C 4.87561 2.70654 2.99987
C -2.65212 0.56830 -2.91407
C 5.52412 -0.20190 0.86063
C -10.12110 1.53018 4.47054
C 7.27596 2.13663 -1.84787
C -2.64118 -2.87371 -7.69064
C -7.43336 1.60946 -1.40730
C -3.16773 0.57468 1.37822
C -0.72594 1.17537 1.59606
C -1.07859 -2.06349 -5.67933
C 12.53009 1.56108 -5.80737
C -3.24114 0.83872 2.89191
C -1.85033 0.84719 -0.69387
C -4.64999 1.04184 3.42461
C -2.53068 0.08471 -1.63376
C -10.26784 -1.24088 9.34949
C 10.89435 1.19909 -7.90982
C -6.47600 -4.25730 0.78655
C -6.05940 3.25711 -3.00943
C -1.72617 0.38556 0.75480
C 1.72212 -3.15428 0.15909
C 3.62836 -1.84799 1.24203
C 0.67548 -2.41296 0.99077
C 5.47115 0.59541 2.14935
C -1.53356 -1.14236 0.96949
C 3.10297 -3.21884 0.80019
C 5.14101 -1.66459 1.08642
C -0.50034 -1.92871 0.15629
C -8.73399 -2.85497 0.99648
C 0.76668 1.08277 1.36567
C -3.82665 -0.76463 1.11938
C 12.18981 -1.26281 -1.45111
C -8.71019 3.04790 2.76982
C 9.61571 1.26411 -2.78906
C -8.21599 0.10731 8.27813
C 14.72122 -0.39747 -1.48778
H -2.75034 0.01798 3.41899
H 1.12280 -1.59342 1.54815
H -0.82749 0.91169 2.63995
H 3.10491 -1.07944 0.67804
H -10.73418 1.20391 3.62965
H 5.50184 -2.25691 0.24961
H -1.85927 -3.58319 -7.96086
H 9.65179 2.14189 -3.43325
H -9.62511 -1.47674 10.19741
H -10.72423 -0.25884 9.47059
H -7.55957 0.29316 7.43005
H 1.35614 -4.17154 0.01806
H -10.11543 0.77000 5.24872
H 15.65923 -0.27121 -2.02373
H -7.42772 0.81315 -0.66408
H -3.78009 1.25662 0.80150
H 6.22639 1.95262 -1.62762
H -1.00562 -2.81985 -0.21956
H -11.04040 -2.00024 9.25150
H 5.79868 3.12346 3.41133
H -9.16412 3.89240 3.28896
H -2.66363 1.73229 3.12533
H -2.43786 -1.89191 -8.11763
H -3.20391 0.00106 -3.65136
H -10.48618 2.47766 4.86845
H 14.29113 0.57634 -1.25478
H 9.99127 1.48950 -1.78944
H 3.79913 -3.62664 0.06832
H 12.42948 -1.81447 -0.54238
H -0.94798 -1.85812 -4.61860
H -6.68029 2.90831 -3.83418
H 11.35382 -1.73952 -1.95874
H -0.81422 2.69627 -0.45431
H 13.13019 0.72533 -6.16288
H 14.89189 -0.97269 -0.57808
H -5.10115 3.60502 -3.39019
H 4.38172 2.12696 3.78234
H -9.51660 -2.26208 0.52795
H 12.82220 2.49144 -6.29639
H 1.79588 -2.71235 -0.83499
H 11.54606 0.38437 -8.22480
H -0.96009 2.23786 1.53114
H -5.30210 2.96153 3.69387
H -2.17647 2.14370 -4.27540
H -0.98605 -1.13903 -6.24918
H -5.67138 -4.65267 0.17039
H -0.34030 -2.79549 -6.00644
H 4.80148 0.24375 0.18026
H -7.62583 -0.16230 9.15410
H 3.35813 -1.67603 2.28266
H 7.37068 2.98922 -2.52011
H -1.18782 -1.20126 2.00550
H 9.88827 1.03368 -8.28845
H -0.16361 -1.37675 -0.71690
H 0.28532 -3.10762 1.73536
H -9.36374 2.68809 1.97441
H 3.10086 -3.91967 1.63407
H -9.15877 -3.76951 1.41008
H -8.01251 1.30269 -2.27832
H 5.61127 -2.01387 2.00562
H -4.57389 1.09255 4.50830
H -7.74041 3.32680 2.36180
H 12.64923 1.64297 -4.73164
H -7.83634 2.52377 -0.97345
H -6.55552 4.05766 -2.46083
H -5.28727 0.18803 3.20759
H -7.05356 -5.07622 1.21560
H -4.91687 2.63662 2.11016
H -8.24179 -2.26872 1.77292
H 11.27324 2.15744 -8.26402
H -8.82043 0.99253 8.47336
H 10.20809 0.46703 -3.23672
H 11.94009 -0.22752 -1.22042
H 6.44101 0.55517 2.65939
H -2.98776 -0.85511 -1.38421
H 4.73097 0.17061 2.83440
H 6.51236 -0.13646 0.41554
H -6.06057 -3.61644 1.56394
H -3.06110 -2.19256 0.07908
H 7.82082 2.31082 -0.92000
H 4.22173 3.52866 2.72555
H -3.60481 -3.23841 -8.03892



The following DFT total energy values (in Ha) correspond, in order, to the records above: -5934.2259 -7357.9565 -6134.4700.
The following LUMO values (in eV) correspond, in order, to the records above: -0.24 -0.69 0.50.